No. 1
This record from OMol25 describes a 2-piece molecular cluster, C4H12O2 overall in a non-equilibrium geometry. The level of theory is wB97M-V/def2-TZVPD.

total charge = 0
HOMO = -9.76 eV
LUMO level = 0.699 eV
SMILES = CCOCC.O
energy = -8436.8452 eV
orbital gap = 10.458 eV

Positions of all 18 atoms, in Å:
O -0.49 1.09 -0.49
O 2.79 -4.84 2.96
C 0.88 0.07 1.09
C -1.44 1.06 -1.57
C 0.15 -0.11 -0.22
C -1.93 2.49 -1.72
H 2.31 -3.99 3.12
H 1.67 0.83 0.97
H -2.30 0.38 -1.39
H -1.92 2.76 -2.79
H 0.17 0.41 1.86
H -0.98 0.76 -2.54
H 3.74 -4.61 3.06
H -0.58 -0.94 -0.17
H 1.35 -0.87 1.43
H -2.96 2.59 -1.34
H 0.81 -0.29 -1.09
H -1.28 3.19 -1.17

No. 2
This record from OMol25 describes a 9-piece molecular cluster, C22H64Cl4O26P6 overall in a non-equilibrium geometry. The level of theory is wB97M-V/def2-TZVPD.

total charge = 0
HOMO = -9.54 eV
LUMO level = 0.219 eV
SMILES = COP(=O)(OC)OC.COP(=O)(OC)OC.COP(=O)(OC)OC.COP(=O)(OC)OC.COP(=O)(OC)OC.COP(=O)(OC)OC.ClCCl.ClCCl.OCCO
energy = -182923.8555 eV
orbital gap = 9.755 eV

Positions of all 122 atoms, in Å:
Cl -2.07 0.23 4.87
Cl -4.38 1.98 4.15
Cl -2.52 -4.88 -3.70
Cl -1.37 -4.11 -1.15
P 3.31 -2.79 3.46
P -4.91 2.96 -0.37
P -3.33 -3.70 2.10
P 3.47 -1.26 -5.00
P 1.43 5.17 -2.97
P 2.69 1.90 0.69
O 2.26 6.38 -3.03
O 2.66 -1.65 4.37
O 3.71 -1.74 -3.49
O 3.61 1.69 1.97
O 3.53 0.33 -4.89
O 4.82 -1.75 -5.67
O -3.89 3.49 -1.46
O 2.53 0.69 -0.13
O 2.26 -1.76 -5.67
O -1.88 -0.12 0.75
O -1.94 -4.45 2.13
O 0.48 5.01 -4.25
O -3.26 -2.23 2.04
O 0.37 5.07 -1.75
O -4.64 1.39 -0.33
O 3.30 -4.10 4.35
O -4.04 -4.43 0.88
O -6.33 3.08 -1.10
O 3.32 3.15 -0.07
O 4.61 -2.46 2.87
O -4.16 -4.23 3.36
O 1.39 2.54 1.35
O 2.26 3.82 -2.94
O 0.05 0.49 -1.47
O -4.86 3.62 0.95
O 2.13 -3.07 2.42
C 4.01 -4.20 5.59
C 4.47 0.54 2.03
C 0.50 1.69 2.08
C 5.26 -1.16 -6.89
C -0.94 -4.11 3.09
C -0.54 -0.76 -1.17
C -5.26 0.48 0.57
C -3.06 0.94 3.59
C 0.93 5.33 -0.45
C 1.48 -1.90 5.14
C -0.52 6.01 -4.45
C -7.51 3.09 -0.32
C -1.94 -0.47 -0.62
C 2.22 -2.77 1.02
C 2.64 -1.54 -2.56
C 1.56 2.58 -3.13
C 4.65 0.97 -4.29
C -2.50 3.44 -1.13
C -5.38 -4.02 0.57
C 4.64 3.05 -0.56
C -2.37 -5.30 -1.99
C -3.83 -3.65 4.64
H -0.02 -1.35 -0.42
H -3.40 -4.44 5.24
H 0.06 -4.29 2.69
H 4.78 -1.65 -7.74
H -0.53 6.28 -5.51
H -0.39 6.83 -3.75
H -5.91 -0.19 0.00
H -6.06 -4.87 0.52
H 0.82 0.57 -0.87
H -8.10 3.95 -0.62
H -8.10 2.18 -0.44
H -5.85 -3.40 1.33
H 5.53 0.76 1.85
H -2.35 0.40 -1.14
H 0.57 2.57 -2.67
H -2.34 3.28 -0.07
H 3.08 -1.15 -1.64
H 5.04 -0.09 -6.93
H -0.71 -1.35 -2.08
H -3.34 -5.38 -1.52
H 3.18 -3.05 0.61
H 0.56 1.86 3.15
H 0.48 6.24 -0.05
H 0.66 -1.30 4.73
H 4.62 -5.10 5.51
H 4.27 1.68 -3.56
H 4.93 2.02 -0.80
H 5.37 3.36 0.19
H 1.90 -0.80 -2.88
H 6.34 -1.29 -6.94
H 4.71 3.64 -1.48
H 2.19 -2.51 -2.37
H 5.36 0.28 -3.84
H 5.25 1.49 -5.04
H -4.50 -0.15 1.03
H 4.25 -0.25 1.32
H -1.51 5.60 -4.21
H 2.02 5.41 -0.46
H 4.68 -3.35 5.73
H -5.34 -3.50 -0.39
H 3.30 -4.34 6.40
H -1.04 -4.73 3.98
H 1.17 -2.94 5.22
H -1.89 -6.28 -2.00
H -2.37 1.60 3.09
H 2.00 -1.71 0.89
H 1.69 -1.46 6.11
H -5.81 1.03 1.34
H -7.32 3.20 0.75
H 4.42 0.16 3.05
H -2.22 -0.79 1.36
H -0.99 -3.04 3.33
H -3.16 -2.80 4.55
H -2.66 -1.26 -0.86
H 1.46 2.37 -4.19
H -4.74 -3.25 5.09
H -2.00 4.37 -1.43
H -0.51 1.94 1.73
H 0.57 0.63 1.84
H -2.00 2.65 -1.69
H -3.43 0.21 2.88
H 2.14 1.79 -2.64
H 1.42 -3.34 0.54
H 0.64 4.51 0.20

No. 3
This record from OMol25 describes C28H30F3N5 as an isolated structure in a non-equilibrium geometry. The level of theory is wB97M-V/def2-TZVPD.

total charge = 0
HOMO = -8.51 eV
LUMO level = -0.038 eV
energy = -45103.2007 eV
orbital gap = 8.477 eV

Positions of all 66 atoms, in Å:
F -5.01 1.73 2.32
F 4.71 -2.70 0.08
F 2.23 -0.29 5.14
N 0.49 -1.92 -0.90
N 0.19 4.24 1.03
N 0.50 1.26 1.67
N 0.06 1.33 -2.42
N -2.67 1.50 -5.98
C -0.03 -2.93 -1.14
C -0.53 1.74 1.87
C -4.03 1.10 1.57
C -0.91 2.92 -1.04
C -0.25 3.66 0.10
C 0.59 -0.98 2.01
C -2.07 -0.24 0.09
C -2.18 1.37 -4.90
C 0.28 -0.19 -0.22
C -1.82 2.33 2.23
C 4.01 -1.73 -0.52
C 3.06 -1.16 3.18
C 2.61 0.30 -1.79
C -2.79 0.75 -0.54
C 0.16 0.63 -1.44
C 1.63 -1.58 1.27
C 3.68 0.62 -0.97
C -3.36 -0.01 2.15
C -2.32 -0.55 1.43
C 2.02 -0.68 3.85
C -1.53 1.22 -3.60
C -3.82 1.40 0.17
C 2.27 -1.01 -1.99
C 0.76 -0.54 3.30
C -0.69 -4.18 -1.46
C 2.89 -1.58 1.88
C 4.41 -0.42 -0.35
C 2.92 -2.06 -1.32
H -3.52 -0.34 3.17
H -0.76 -4.52 -2.49
H -0.09 -0.13 3.82
H -0.44 -5.05 -0.85
H -2.41 1.51 2.64
H -1.85 3.39 -1.32
H -0.46 -0.98 -0.23
H -0.34 -0.79 1.49
H -0.24 2.91 -1.90
H 2.58 -3.07 -1.48
H 2.19 1.08 -2.41
H -1.69 -4.12 -1.02
H 4.01 -1.37 3.63
H -1.75 3.04 3.05
H -1.08 1.90 -0.68
H 3.73 -2.08 1.41
H -1.80 -1.42 1.79
H -1.33 -0.83 -0.44
H -2.26 2.89 1.40
H -1.19 2.25 -3.47
H -4.55 2.02 -0.33
H 3.99 1.64 -0.82
H 1.53 -1.97 0.27
H 1.39 -1.22 -2.59
H -2.82 0.88 -1.61
H -0.68 0.55 -3.61
H 1.23 -0.71 -0.30
H -2.26 1.04 -2.81
H 5.26 -0.33 0.30
H 0.14 0.49 0.63